# 1
Entry from OMol25: a molecular structure, C17H32Cl2MnO2P2 in a non-equilibrium geometry (ωB97M-V/def2-TZVPD).

Cartesian coordinates (Å):
P 0.113 -1.769 -5.445
P 0.499 2.189 -5.014
C -0.222 -0.243 -6.388
C 0.844 0.870 -6.228
H -1.260 0.087 -6.195
H -0.192 -0.591 -7.434
H 1.851 0.491 -5.986
H 0.912 1.386 -7.199
C -0.717 3.170 -5.951
H -1.001 4.071 -5.392
H -1.623 2.577 -6.146
H -0.298 3.476 -6.920
C 1.968 3.209 -4.861
H 2.002 3.914 -5.701
H 2.867 2.582 -4.887
H 1.941 3.769 -3.920
C -0.995 -3.052 -6.048
H -0.974 -3.923 -5.380
H -0.631 -3.337 -7.047
H -2.021 -2.669 -6.120
C 1.798 -2.220 -5.920
H 2.438 -1.330 -6.001
H 1.721 -2.699 -6.906
H 2.229 -2.920 -5.189
Mn 2.238 -0.366 0.370
C -0.351 1.841 -3.474
C -1.802 1.771 -3.362
C -2.546 0.558 -3.551
C -2.257 -0.609 -2.512
C -1.444 -1.666 -3.046
C -0.153 -1.587 -3.704
C 0.895 -0.515 -3.144
C 0.368 0.747 -2.541
C 1.320 -2.113 0.157
H -0.103 2.823 -2.984
H -2.310 2.742 -3.258
H -2.350 0.171 -4.564
H -3.617 0.821 -3.515
H -1.850 -0.208 -1.567
H -3.240 -1.023 -2.244
H -1.814 -2.673 -2.883
H 0.280 -2.592 -3.419
H 1.688 -0.294 -3.892
H 1.423 -1.101 -2.367
H -0.330 0.497 -1.742
H 1.182 1.304 -2.037
H 2.097 -2.790 0.549
H 1.067 -2.270 -0.892
H 0.430 -2.068 0.820
Cl -0.454 3.409 -0.055
C 0.764 3.146 1.253
Cl 0.057 3.244 2.877
C 1.350 1.764 1.001
O 2.612 1.606 0.800
O 0.577 0.755 0.892
H 1.548 3.896 1.156

## Properties
- M: 456.23 g/mol
- Multiplicity: 6
- Lowest unoccupied orbital energy (alpha / beta): 0.0024 / -0.0242 Eh

These are the Mulliken partial charges, in e, on atoms 1 to 8:
1 P 1.104
2 P 1.309
3 C -1.086
4 C -1.030
5 H 0.536
6 H 0.584
7 H 0.336
8 H 0.651

# 2
Entry from OMol25: C4H10N2 in the gas phase in a non-equilibrium geometry (ωB97M-V/def2-TZVPD).

Cartesian coordinates (Å):
H -1.351 -0.902 -3.466
N -1.478 -0.440 -2.620
C -0.485 -0.473 -1.747
N -0.911 -0.133 -0.423
C -0.243 -0.797 0.637
C 0.856 -0.031 1.338
C 0.858 1.453 1.114
H 0.579 -0.762 -2.093
H -1.956 0.022 -0.543
H 0.328 -1.703 0.208
H -0.925 -1.075 1.327
H 0.616 -0.275 2.397
H 1.759 -0.468 0.811
H -0.273 1.864 1.265
H 1.526 1.917 1.832
H 1.101 1.805 -0.036

## Properties
- Structure (SMILES): [H]/N=C/NCCC
- M: 86.14 g/mol
- Lowest unoccupied orbital energy: 0.0380 Eh

These are the Mulliken partial charges, in e, on atoms 1 to 8:
1 H 0.219
2 N -0.718
3 C 0.070
4 N -0.230
5 C -0.845
6 C -0.199
7 C -0.999
8 H 0.319